C30H29IN2SiTi | ωB97M-V/def2-TZVPD

- Calculated total energy: -73640.3757 eV
- Relative energy (zero: lowest compared OMol25 entry of this formula, charge and spin): 0.000 eV
- E_LUMO (alpha / beta): -8.17 / -8.17 eV

The geometry in ORCA input format:
```
! wB97M-V def2-TZVPD RIJCOSX def2/J DEFGRID3
* xyz 2 1
C 3.58680 4.82013 -0.47060
C 4.73274 3.88598 -0.84508
H 3.25941 5.41349 -1.32122
H 3.89178 5.49779 0.33642
H 2.71792 4.25661 -0.11596
H 4.43784 3.09699 -1.53359
H 5.53967 4.46670 -1.32348
H 5.15516 3.41025 0.04996
C -2.69900 1.75138 -2.10450
C -3.87866 1.69075 -2.83262
C -4.13761 0.59847 -3.67792
C -3.17590 -0.39422 -3.76989
H -2.47400 2.54859 -1.39826
H -4.60619 2.49566 -2.74563
H -5.06002 0.52716 -4.25789
H -3.30843 -1.26327 -4.40856
N -1.73196 0.80742 -2.26548
C -1.96936 -0.27825 -3.07470
C -0.89946 -1.25298 -3.16686
N 0.24256 -0.92779 -2.47998
C 1.28001 -1.80331 -2.41810
C 0.11280 -3.31226 -3.90106
C 1.24191 -2.99727 -3.13111
H 2.11589 -1.50186 -1.78713
H 2.09543 -3.66619 -3.08456
C -0.96993 -2.44046 -3.90761
H -1.87663 -2.64194 -4.49541
H 0.07857 -4.22255 -4.49235
Ti 0.05863 0.83959 -1.38294
I 0.49130 3.22075 -0.57562
C -1.22781 2.89482 4.36533
C 0.09034 2.48477 4.14007
C 0.37405 1.56224 3.12533
C -0.64965 1.03531 2.31982
C -1.97443 1.40173 2.59576
C -2.25619 2.33805 3.59787
Si -0.23711 -0.13776 0.88913
C 1.48817 -0.75273 1.36620
C 2.54490 -0.42918 0.51950
C 3.84845 -0.81705 0.84022
C 4.10844 -1.49976 2.02935
C 3.05269 -1.81858 2.89653
C 1.73812 -1.45072 2.55996
C -1.36395 -1.66710 0.92398
C -0.87882 -2.94190 1.25490
C -1.74892 -4.03445 1.39135
C -3.12133 -3.87352 1.15753
C -3.60864 -2.61443 0.78212
C -2.73612 -1.52420 0.66093
H -1.44751 3.62722 5.14214
H 0.90195 2.88301 4.74991
H 1.40795 1.24883 2.97640
H -2.79397 0.94688 2.03530
H -3.29078 2.63716 3.78546
H 2.36230 0.14621 -0.41021
H 4.66576 -0.57435 0.15442
H 5.12714 -1.78643 2.28751
H 3.24375 -2.35003 3.82781
H 0.92313 -1.71231 3.23675
H 0.18593 -3.09329 1.44300
H -1.35885 -5.00748 1.68626
H -3.80102 -4.71629 1.27728
H -4.67413 -2.48013 0.59431
H -3.14514 -0.54994 0.37951
*
```

P4S2 | ωB97M-V/def2-TZVPD

- Calculated total energy: -58825.6220 eV
- Relative energy (zero: lowest compared OMol25 entry of this formula, charge and spin): 0.000 eV
- E_LUMO (alpha / beta): -1.88 / -1.88 eV

The geometry in ORCA input format:
```
! wB97M-V def2-TZVPD RIJCOSX def2/J DEFGRID3
* xyz 0 1
P -1.41772 0.77908 -0.00701
P -0.39332 -0.40044 1.59608
P 0.61462 1.42831 0.67586
P -0.50158 -0.76241 -1.43403
S 0.01320 -1.96828 0.17582
S 1.68479 0.92373 -1.00673
*
```

C14H47N3O17P5 | ωB97M-V/def2-TZVPD

- Calculated total energy: -101001.4109 eV
- Relative energy (zero: lowest compared OMol25 entry of this formula, charge and spin): 0.000 eV
- E_LUMO: -2.74 eV

The geometry in ORCA input format:
```
! wB97M-V def2-TZVPD RIJCOSX def2/J DEFGRID3
* xyz 1 1
C -2.31310 -2.96193 0.45421
C -3.22624 -4.19437 0.50945
N -4.61107 -3.92829 0.90089
N -5.30814 -3.16559 -0.07113
P -6.79452 -2.37468 0.73452
N -7.79902 -3.69227 0.79682
O -7.25209 -1.40314 -0.47683
H -1.55460 -3.15587 -0.30477
H -1.78379 -2.82404 1.39446
H -2.82088 -2.04597 0.14006
H -3.23345 -4.71333 -0.44996
H -2.81840 -4.88873 1.24118
H -4.71838 -3.51956 1.82238
H -5.63722 -3.80046 -0.80551
H -4.73475 -2.44771 -0.53746
H -8.48222 -3.57387 1.53611
H -8.25843 -3.93395 -0.07862
H -7.49930 -0.54813 -0.10110
C -5.25922 -0.60788 -3.07337
O -3.82874 -0.59669 -3.07905
P -3.01602 0.57455 -3.82341
O -1.61746 0.18003 -3.91341
O -3.30013 1.74752 -2.74679
C -2.67789 1.67621 -1.46636
O -3.46550 1.40541 -5.08029
C -4.78110 1.99359 -5.16493
H -5.56517 -1.36176 -2.35406
H -5.65955 0.35778 -2.75488
H -5.66093 -0.86801 -4.05279
H -1.74203 1.11946 -1.51429
H -3.35142 1.20595 -0.74410
H -2.47914 2.69520 -1.14388
H -4.83419 2.85808 -4.50529
H -5.56255 1.28180 -4.90256
H -4.93586 2.31226 -6.19122
C 4.28601 -3.89030 4.08785
O 3.01186 -4.36026 3.58123
P 1.78757 -3.35239 3.44816
O 0.59484 -4.17379 3.19996
O 2.32735 -2.57603 2.12634
C 2.42306 -3.30851 0.90766
O 1.30272 -2.03605 4.18521
C 2.22257 -0.95636 4.45852
H 5.01566 -4.67382 3.91583
H 4.60664 -2.98890 3.56368
H 4.22935 -3.69324 5.15601
H 1.70710 -4.13040 0.88768
H 3.43286 -3.70124 0.77871
H 2.21046 -2.61701 0.09444
H 2.44107 -0.41933 3.53775
H 3.15020 -1.31884 4.89988
H 1.73423 -0.29058 5.16400
C -3.67336 5.51635 -7.35147
O -4.11547 6.14984 -6.13684
P -3.06660 6.45037 -4.92926
O -4.02266 6.76045 -3.85240
O -2.32966 7.70908 -5.60372
C -3.11960 8.85539 -5.93743
O -1.81001 5.92117 -4.09693
C -0.55306 5.60428 -4.73622
H -4.48381 5.59600 -8.07090
H -2.79101 6.01632 -7.75811
H -3.45165 4.46168 -7.18300
H -3.99100 8.92765 -5.28840
H -3.43680 8.80620 -6.97955
H -2.48665 9.72862 -5.80212
H -0.03771 6.52303 -5.01042
H -0.69291 4.98417 -5.62090
H 0.04350 5.05359 -4.01495
C 10.48001 -1.96733 6.87032
O 9.40520 -2.71642 6.27531
P 8.10197 -1.96944 5.73734
O 7.07216 -2.96601 5.45398
O 8.78810 -1.35806 4.39414
C 9.17315 -2.25905 3.35705
O 7.44427 -0.59542 6.15830
C 8.24427 0.58650 6.36691
H 11.32075 -2.64550 6.97913
H 10.77520 -1.13524 6.22799
H 10.19419 -1.59589 7.85413
H 8.55946 -3.15953 3.37053
H 10.22471 -2.53169 3.46249
H 9.03900 -1.74209 2.40941
H 8.56804 0.98268 5.40710
H 9.11232 0.37997 6.99101
H 7.61456 1.31374 6.87053
*
```

C5H9N2 | ωB97M-V/def2-TZVPD

- Calculated total energy: -8298.9464 eV
- Relative energy (zero: lowest compared OMol25 entry of this formula, charge and spin): 6.786 eV
- E_LUMO: -4.00 eV

The geometry in ORCA input format:
```
! wB97M-V def2-TZVPD RIJCOSX def2/J DEFGRID3
* xyz 1 1
C -1.06920 -1.78800 0.13281
C -1.41359 0.91305 0.17111
C -0.91755 -0.41850 0.83636
C 0.18988 -0.39098 -0.18374
C 2.29655 0.03785 0.07314
N -0.12365 -1.64613 -0.73663
N -0.33634 0.89962 -0.84852
H -1.68775 -2.67492 0.24265
H -2.43858 1.15366 -0.13890
H -1.09051 1.85099 0.83062
H -0.82534 -0.40461 1.96234
H 2.41161 0.95755 0.66359
H 2.77926 -0.15297 -0.92384
H 2.71719 -0.77029 0.63390
H -0.70849 0.58614 -1.70942
H 0.21651 1.84756 -1.00547
*
```

The highest calculated total energy belongs to which entry?
C5H9N2